No. 1
ORCA calculation (wB97M-V/def2-TZVPD) on C29H24F7NOW as an isolated structure at a distorted geometry.

Output
2S+1: 3
expectation value of S²: 2.026
HOMO-LUMO gap (spin up / spin down): 0.250 / 0.247 Eh
HOMO level (spin up / spin down): -14.20 / -14.63 eV
F_max: 3.03 eV/Å
charge: +2

Structure (XYZ):
```
63
Properties=species:S:1:pos:R:3:lowdin_charge:R:1
W 8.214 8.886 9.776 1.7976
C 9.477 5.501 9.853 0.0117
C 9.227 6.664 8.994 -0.2549
C 10.218 7.691 8.876 -0.2005
C 11.517 7.461 9.653 0.0091
C 10.005 8.856 8.058 -0.2202
C 11.132 9.871 7.848 0.0194
C 8.783 8.994 7.312 -0.2221
C 8.570 10.140 6.347 -0.0059
C 7.824 7.937 7.395 -0.2131
C 6.677 7.859 6.457 -0.0143
C 8.077 6.795 8.221 -0.2329
C 7.044 5.753 8.193 -0.0126
H 10.121 4.901 9.252 0.1217
H 8.621 4.857 10.016 0.0991
H 9.946 5.865 10.733 0.0818
H 12.093 6.650 9.170 0.1271
H 11.356 7.134 10.661 0.0750
H 12.147 8.376 9.695 0.0948
H 11.662 10.004 8.807 0.0904
H 10.860 10.826 7.423 0.0877
H 11.766 9.311 7.212 0.1018
H 7.528 10.241 6.150 0.0534
H 9.146 9.889 5.423 0.1436
H 8.933 11.109 6.683 0.0896
H 6.757 6.990 5.821 0.1222
H 6.715 8.622 5.712 0.0846
H 5.789 7.829 7.036 0.0875
H 6.887 5.054 9.019 0.0982
H 7.325 4.970 7.411 0.1527
H 6.068 6.178 7.833 0.0976
F 11.481 10.740 13.754 0.1120
C 10.695 11.013 12.704 -0.2660
C 10.130 10.003 12.035 -0.0161
C 9.259 10.302 10.947 -0.1566
C 9.114 11.652 10.527 -0.1424
C 9.903 12.600 11.162 -0.2038
F 9.862 13.840 10.722 0.1219
C 10.665 12.349 12.296 0.1399
C 8.126 11.941 9.565 -0.1683
C 7.748 13.159 9.116 0.0191
C 6.698 13.258 8.236 0.0184
C 5.948 12.117 7.820 -0.0141
C 6.385 10.939 8.321 -0.1546
N 7.470 10.767 9.112 -0.0583
H 10.354 9.003 12.401 0.1279
H 11.173 13.078 12.864 0.1391
H 8.236 14.108 9.371 0.1448
H 6.339 14.242 7.854 0.1475
H 4.900 12.189 7.319 0.1710
H 5.922 10.025 7.985 0.1109
F 3.547 8.249 14.520 0.2045
C 4.637 8.050 13.848 -0.1534
C 5.747 7.339 14.245 -0.0417
F 5.735 6.741 15.505 0.0992
C 6.922 7.123 13.461 -0.1362
F 7.803 6.270 13.905 0.1720
C 7.010 7.780 12.234 -0.2036
O 7.956 7.634 11.274 -0.2131
C 5.864 8.524 11.886 -0.0800
F 5.976 9.119 10.606 -0.0111
C 4.698 8.599 12.560 -0.1103
F 3.670 9.403 12.184 0.1312
```


No. 2
ORCA calculation (wB97M-V/def2-TZVPD) on a 2-piece molecular cluster, C4H11NO overall at a distorted geometry.

Output
SMILES: CC(N)=O.CC
HOMO-LUMO gap: 0.387 Eh
HOMO level: -9.74 eV
F_max: 2.77 eV/Å

Structure (XYZ):
```
17
Properties=species:S:1:pos:R:3:lowdin_charge:R:1
C -1.158 2.533 1.691 -0.0118
C -0.114 1.603 1.117 -0.6005
N 1.150 1.937 1.339 0.1589
O -0.432 0.645 0.409 0.0160
H -1.293 3.333 0.992 0.0763
H -0.831 2.974 2.623 0.0644
H -2.084 1.990 2.010 0.1031
H 1.929 1.375 0.944 0.1425
H 1.356 2.768 1.805 0.0776
C -0.489 -2.040 -1.411 -0.1658
C 0.840 -2.775 -1.843 -0.1611
H -0.633 -1.076 -1.922 0.0580
H -1.355 -2.687 -1.558 0.0534
H -0.413 -1.777 -0.357 0.0343
H 0.799 -3.004 -2.880 0.0307
H 1.744 -2.112 -1.702 0.0703
H 0.986 -3.688 -1.256 0.0537
```


Please write out number 2 again, unchanged.
ORCA calculation (wB97M-V/def2-TZVPD) on a 2-piece molecular cluster, C4H11NO overall at a distorted geometry.

Output
SMILES: CC(N)=O.CC
HOMO-LUMO gap: 0.387 Eh
HOMO level: -9.74 eV
F_max: 2.77 eV/Å

Structure (XYZ):
```
17
Properties=species:S:1:pos:R:3:lowdin_charge:R:1
C -1.158 2.533 1.691 -0.0118
C -0.114 1.603 1.117 -0.6005
N 1.150 1.937 1.339 0.1589
O -0.432 0.645 0.409 0.0160
H -1.293 3.333 0.992 0.0763
H -0.831 2.974 2.623 0.0644
H -2.084 1.990 2.010 0.1031
H 1.929 1.375 0.944 0.1425
H 1.356 2.768 1.805 0.0776
C -0.489 -2.040 -1.411 -0.1658
C 0.840 -2.775 -1.843 -0.1611
H -0.633 -1.076 -1.922 0.0580
H -1.355 -2.687 -1.558 0.0534
H -0.413 -1.777 -0.357 0.0343
H 0.799 -3.004 -2.880 0.0307
H 1.744 -2.112 -1.702 0.0703
H 0.986 -3.688 -1.256 0.0537
```


> Which of these has the lowest F_max?

C4H11NO


> Which value of F_max does entry 1 give?

3.03 eV/Å


> Which of these has the lowest F_max?

C4H11NO